152
Properties=species:S:1:pos:R:3 method="wB97M-V/def2-TZVPD" gap_ev=7.07 multiplicity=1 smiles="CCP(CC)[C@H](COCCCC(N)=O)O[C@@H](P(=O)(O)O)S(=O)(=O)F.C[C@@H]1COC(=O)O1.C[C@@H]1COC(=O)O1.C[C@@H]1COC(=O)O1.C[C@@H]1COC(=O)O1.C[C@@H]1COC(=O)O1.C[C@@H]1COC(=O)O1.C[C@@H]1COC(=O)O1.C[C@@H]1COC(=O)O1" total_charge=0 energy_ev=-144898.3300
C -4.94 6.14 -9.58
C -4.15 4.73 -9.45
P -2.35 4.85 -10.00
C -1.91 3.63 -11.37
C -1.57 4.39 -12.76
C -1.13 4.69 -8.57
C 0.11 5.68 -8.92
O -0.33 6.93 -9.49
C 0.88 7.67 -9.81
C 1.55 8.40 -8.55
C 0.84 9.76 -8.11
C -0.75 9.75 -8.21
N -1.55 10.38 -9.25
O -1.37 9.10 -7.32
O -0.51 3.36 -8.42
C -0.76 2.76 -7.16
P 0.11 3.57 -5.69
O 0.14 5.09 -5.71
O 1.72 3.04 -5.54
O -0.79 3.13 -4.30
S -2.60 2.51 -6.80
O -3.22 3.69 -6.13
O -3.34 1.99 -7.99
F -2.62 1.26 -5.67
H -5.94 5.97 -9.03
H -5.20 6.39 -10.66
H -4.42 6.98 -9.02
H -4.68 3.97 -10.13
H -4.32 4.38 -8.38
H -2.73 2.87 -11.54
H -0.91 3.15 -11.05
H -0.45 4.63 -12.83
H -1.79 3.64 -13.60
H -2.17 5.34 -12.90
H -1.61 5.08 -7.62
H 0.69 5.13 -9.76
H 0.84 5.79 -8.05
H 1.68 6.98 -10.25
H 0.68 8.46 -10.61
H 1.66 7.73 -7.63
H 2.62 8.67 -8.87
H 1.22 10.67 -8.69
H 1.10 9.93 -7.00
H -2.14 11.09 -8.80
H -0.92 10.82 -9.94
H -0.35 1.69 -7.23
H 2.00 2.52 -6.33
H -1.40 3.91 -4.20
C -1.17 0.01 -2.78
C -1.14 -0.59 -1.39
C -1.15 0.44 -0.30
O -0.50 -0.24 0.76
C 0.35 -1.14 0.19
O 1.20 -1.73 0.77
O 0.10 -1.26 -1.15
H -0.29 0.63 -2.97
H -1.16 -0.78 -3.54
H -2.07 0.62 -2.93
H -1.95 -1.31 -1.27
H -2.16 0.74 -0.02
H -0.57 1.34 -0.54
C 1.07 -4.91 1.22
C -0.30 -5.31 1.69
C -0.68 -4.70 3.01
O -1.63 -5.64 3.51
C -1.28 -6.85 2.98
O -1.73 -7.90 3.34
O -0.37 -6.70 1.98
H 1.84 -5.25 1.91
H 1.30 -5.37 0.25
H 1.15 -3.82 1.11
H -1.05 -5.09 0.91
H -1.13 -3.72 2.90
H 0.15 -4.64 3.71
C -4.43 -6.00 3.54
C -5.66 -5.18 3.86
C -6.92 -5.99 3.90
O -7.91 -5.02 3.59
C -7.30 -4.08 2.81
O -7.87 -3.23 2.19
O -5.94 -4.24 2.83
H -4.50 -6.45 2.54
H -3.54 -5.36 3.53
H -4.28 -6.79 4.27
H -5.51 -4.62 4.79
H -7.10 -6.44 4.88
H -6.95 -6.78 3.14
C 2.08 -0.61 3.95
C 0.70 -1.02 4.42
C 0.32 -0.42 5.74
O -0.62 -1.37 6.24
C -0.28 -2.57 5.71
O -0.71 -3.62 6.07
O 0.64 -2.42 4.70
H 2.85 -0.95 4.65
H 2.30 -1.07 2.99
H 2.15 0.48 3.85
H -0.05 -0.79 3.65
H -0.14 0.57 5.64
H 1.15 -0.35 6.45
C 0.33 -10.11 2.66
C 1.79 -10.48 2.71
C 2.54 -9.79 3.81
O 3.87 -9.77 3.31
C 3.76 -9.75 1.95
O 4.67 -9.51 1.20
O 2.49 -10.02 1.55
H 0.20 -9.04 2.46
H -0.17 -10.64 1.84
H -0.18 -10.36 3.59
H 1.91 -11.57 2.77
H 2.49 -10.33 4.76
H 2.22 -8.76 3.98
C 5.56 1.94 0.48
C 4.71 1.74 1.71
C 3.66 2.80 1.89
O 3.46 2.79 3.30
C 4.65 2.39 3.86
O 4.91 2.47 5.02
O 5.49 1.89 2.90
H 6.11 2.88 0.52
H 6.30 1.14 0.39
H 4.94 1.94 -0.43
H 4.28 0.74 1.72
H 2.74 2.57 1.37
H 4.00 3.80 1.60
C -0.59 3.97 8.98
C -0.04 2.62 9.37
C 1.03 2.69 10.41
O 1.78 1.51 10.16
C 1.64 1.24 8.84
O 2.29 0.44 8.23
O 0.65 2.00 8.29
H 0.18 4.60 8.53
H -1.37 3.85 8.22
H -1.02 4.49 9.84
H -0.86 1.95 9.68
H 0.63 2.69 11.43
H 1.70 3.55 10.29
C 2.40 -2.39 8.54
C 3.51 -3.41 8.36
C 3.00 -4.81 8.18
O 4.09 -5.59 8.66
C 4.73 -4.83 9.59
O 5.56 -5.24 10.35
O 4.30 -3.54 9.55
H 1.82 -2.60 9.44
H 2.83 -1.39 8.67
H 1.74 -2.38 7.68
H 4.17 -3.11 7.55
H 2.78 -5.05 7.14
H 2.12 -5.04 8.79